(1)
C6H4O | ωB97M-V/def2-TZVPD

```
11
Properties=species:S:1:pos:R:3:mulliken_charge:R:1
H -1.48 -0.74 -1.29 0.22
C 0.92 -0.19 1.30 -0.31
C -2.39 0.81 -2.15 -0.28
H -1.31 0.10 1.53 0.43
C -1.45 0.37 -1.37 -0.14
C -0.42 0.09 0.92 -0.34
H 2.70 -0.33 -0.06 0.43
H 1.29 -0.36 2.30 0.40
O 0.87 0.10 -0.91 -0.28
C 1.65 -0.18 0.16 -0.42
C -0.37 0.32 -0.42 0.29
```

Calculated values
energy relative to the best compared isomer or geometry (same formula, charge and spin)	3.7227	eV
HOMO energy	-0.3333	hartree
LUMO	-0.46	eV
net charge	0
M	92.10	g mol⁻¹
maximum force	2.12	eV/A
frontier orbital gap	8.6	eV

=====

(2)
C6H5Br | ωB97M-V/def2-TZVPD

```
12
Properties=species:S:1:pos:R:3:mulliken_charge:R:1
C -0.07 1.44 0.28 0.19
H -0.14 3.51 -0.12 0.27
C -0.66 2.58 -0.14 -0.94
C -0.69 0.21 0.11 0.08
Br -2.53 -0.09 -0.02 -0.16
C 1.50 -1.97 0.10 -0.25
H -1.65 2.57 -0.56 0.21
H 0.08 -3.67 -0.53 0.36
C 0.46 -2.74 -0.21 -0.25
C 0.19 -1.41 0.24 -0.17
H 2.56 -1.85 0.20 0.37
H 0.95 1.43 0.64 0.30
```

Calculated values
energy relative to the best compared isomer or geometry (same formula, charge and spin)	7.0017	eV
HOMO energy (spin up / spin down)	-0.2490 / -0.2338	hartree
LUMO (spin up / spin down)	0.57 / 0.20	eV
net charge	0
M	157.01	g mol⁻¹
maximum force	7.49	eV/A
frontier orbital gap (spin up / spin down)	7.3 / 6.6	eV
SMILES string	C=CC(Br)=C1C=C1

=====

Q: What is the net charge in the second record?
A: 0